# 1
Computed, not measured: a cluster of 2 separate species, C4H8N2 in total in a non-equilibrium geometry, with ωB97M-V/def2-TZVPD.

```
14
C4H8N2 ωB97M-V/def2-TZVPD
C 3.15250 -0.35132 -0.16263
C -0.34752 -0.23181 -0.19857
C -1.74505 -0.87181 -0.07189
C -0.36887 1.21219 -0.20246
N 2.16920 0.21548 0.36649
N 0.65682 -0.95366 -0.09248
H 4.13813 0.08595 -0.09734
H 3.28988 -1.35610 -0.73163
H -2.13347 -1.07574 -1.05874
H -2.47602 -0.29771 0.48428
H -1.67214 -1.84027 0.33708
H -0.35187 1.81568 0.69344
H 0.50046 1.60962 -0.81837
H -1.27920 1.47112 -0.71895
```

Computed properties:
molecular weight: 84.1 g/mol
highest occupied orbital energy: -8.78 eV
relative energy (zero: lowest compared OMol25 entry of this formula, charge and spin): 86.5 kcal/mol
charge: 0
Kohn-Sham gap: 0.345 Ha
spin multiplicity: 1
total energy: -7254.1255 eV

***

# 2
Computed, not measured: a structure of composition C23H21IN8O3S6SbTc in a non-equilibrium geometry, with ωB97M-V/def2-TZVPD.

```
64
C23H21IN8O3S6SbTc ωB97M-V/def2-TZVPD
Tc 0.01049 -0.66001 -0.26304
N 1.32302 -1.51505 1.77039
N 0.72802 -2.72566 2.20267
C -0.35096 -3.20292 1.56272
N -0.96844 -4.29614 1.94614
N -0.71458 -2.41744 0.53476
N -1.83419 -2.53602 -0.19352
O -2.63990 -3.41175 -0.13280
O -1.87048 -1.52846 -0.94776
H 2.26627 -1.73215 1.45394
H 1.39090 -0.88833 2.57088
H 1.12173 -3.20638 3.00166
H -0.66993 -4.81720 2.75975
H -1.78828 -4.61887 1.44902
S -4.96048 -1.01584 2.60688
C -6.39556 -0.71744 3.48156
C -6.52182 0.59905 3.82349
C -5.43867 1.38400 3.37375
C -4.49606 0.64945 2.69297
C -3.26897 1.13990 2.09396
C -2.40532 0.24441 1.41943
N -1.27389 0.59879 0.83197
C -0.91009 1.90778 0.88693
C -1.68491 2.87648 1.53650
C -1.21519 4.23679 1.55009
C -0.04806 4.57908 0.96467
C 0.75825 3.59192 0.30070
C 1.99149 3.87457 -0.28431
C 2.72201 2.86396 -0.89821
C 2.15849 1.58075 -0.94751
N 0.99002 1.27442 -0.38311
C 0.30601 2.26118 0.25277
C 4.06578 3.14509 -1.43100
C 4.77531 4.29124 -1.40746
C 6.16121 4.18308 -1.83732
C 6.52803 2.94274 -2.16340
S 5.17399 1.83130 -1.91466
C -2.87908 2.47127 2.14016
H -7.07237 -1.52892 3.69224
H -7.36207 0.99076 4.37521
H -5.37441 2.44625 3.55143
H -2.67616 -0.79946 1.36863
H -1.81937 4.98506 2.04602
H 0.30058 5.60253 0.98646
H 2.36922 4.88669 -0.23537
H 2.65641 0.76679 -1.45643
H 4.36845 5.23186 -1.06369
H 6.83215 5.03085 -1.87288
H 7.46554 2.53905 -2.51297
H -3.49226 3.20860 2.63968
S 3.81796 -1.39701 -1.78466
Sb 4.25984 -0.99959 -3.92970
S 1.26425 -2.13070 -2.10490
S 0.24967 -0.54030 -2.57007
S 4.76932 1.38781 -3.91129
N -1.32079 -5.25156 -3.11139
C -0.31483 -4.41052 -3.08455
O -0.29165 -3.49313 -2.20492
C 0.74454 -4.56514 -4.13653
I 2.60240 -5.16838 -3.28423
H -2.09493 -5.14036 -2.47009
H -1.39316 -5.96592 -3.82179
H 0.89775 -3.60922 -4.63217
H 0.47772 -5.31362 -4.87572
```

Computed properties:
molecular weight: 996.5 g/mol
highest occupied orbital energy: -16.62 eV
relative energy (zero: lowest compared OMol25 entry of this formula, charge and spin): 1.4 kcal/mol
charge: +4
Kohn-Sham gap: 0.145 Ha
spin multiplicity: 1
total energy: -124063.4041 eV

***

# 3
Computed, not measured: a cluster of 2 separate species, CH5N5O2 in total in a non-equilibrium geometry, with ωB97M-V/def2-TZVPD.

```
13
CH5N5O2 ωB97M-V/def2-TZVPD
C 0.60341 -0.82035 0.30244
N -0.04664 -1.55382 -0.52296
N 1.52571 -0.04722 0.68554
N 8.81610 -2.12046 -2.43420
N -1.24687 -1.86557 -0.89882
N 2.10640 0.86661 -0.10733
O 8.34474 -2.00212 -3.40241
O 9.38211 -2.31591 -1.47246
H 1.76006 -0.10493 1.64126
H -1.41498 -2.79254 -1.27832
H -2.05222 -1.39492 -0.69910
H 2.81574 1.44553 0.39771
H 1.71211 1.22556 -1.02026
```

Computed properties:
molecular weight: 119.1 g/mol
highest occupied orbital energy: -15.72 eV
relative energy (zero: lowest compared OMol25 entry of this formula, charge and spin): 0.0 kcal/mol
charge: +2
Kohn-Sham gap: 0.217 Ha
spin multiplicity: 1
total energy: -12637.7126 eV

***

# 4
Computed, not measured: the molecule C5H7NO in a non-equilibrium geometry, with ωB97M-V/def2-TZVPD.

```
14
C5H7NO ωB97M-V/def2-TZVPD
C -0.25838 0.88106 2.24654
N 0.64140 0.25980 1.30113
C 0.34653 0.32492 0.07796
O -0.96552 0.45512 -0.38174
C -0.63732 -0.78878 -1.02807
C 0.12861 -0.42216 -2.25545
C 0.93057 -0.47397 -0.99962
H -0.30844 0.25855 3.14262
H 0.16789 1.84326 2.55502
H -1.28857 1.06551 1.90646
H -0.70511 -1.52255 -0.11778
H -0.15058 0.54482 -2.68347
H 0.36669 -1.22838 -2.93295
H 1.73223 -1.19720 -0.83066
```

Computed properties:
molecular weight: 97.1 g/mol
highest occupied orbital energy: -8.81 eV
relative energy (zero: lowest compared OMol25 entry of this formula, charge and spin): 101.2 kcal/mol
charge: 0
Kohn-Sham gap: 0.361 Ha
spin multiplicity: 1
total energy: -8831.8127 eV